# C21H47O2P3Tl

A structure of composition C21H47O2P3Tl at a distorted geometry (ωB97M-V/def2-TZVPD, OMol25).

Each line ends with the Mulliken charge.
Positions of all 74 atoms, in Å:
Tl1 -1.37 -0.20 -1.17  0.762
P1 1.81 1.01 0.82  0.919
P2 -1.51 2.90 -2.16  0.641
P3 1.66 -0.28 -1.93  0.556
H1 -1.60 -4.63 0.29  0.270
C1 -0.54 -4.81 0.08  -0.501
C2 0.41 -4.48 0.98  -0.559
H2 0.16 -4.04 1.95  0.237
C3 1.35 1.29 2.59  -0.980
C4 2.76 2.57 0.60  -1.302
C5 3.21 -0.13 1.18  -1.393
C6 -2.91 2.75 -3.35  -1.303
C7 -2.19 4.29 -1.20  -1.223
C8 -0.40 3.86 -3.23  -1.271
C9 2.32 -1.95 -1.54  -1.164
C10 3.11 0.64 -2.56  -1.372
C11 1.05 -0.77 -3.59  -1.577
H3 -0.30 -5.23 -0.89  0.272
H4 1.47 -4.72 0.81  0.306
H5 0.81 0.42 2.99  0.080
H6 0.70 2.17 2.67  0.341
H7 2.26 1.46 3.18  0.591
H8 2.09 3.42 0.79  0.421
H9 3.16 2.66 -0.41  0.322
H10 3.58 2.59 1.33  0.432
H11 2.80 -1.07 1.59  0.371
H12 3.84 0.34 1.94  0.544
H13 3.82 -0.36 0.29  0.343
H14 -3.17 3.77 -3.67  0.466
H15 -3.76 2.31 -2.81  0.400
H16 -2.65 2.14 -4.22  0.261
H17 -2.78 4.99 -1.80  0.411
H18 -1.36 4.82 -0.73  0.397
H19 -2.82 3.85 -0.42  0.322
H20 -0.93 4.70 -3.71  0.398
H21 -0.02 3.18 -4.01  0.343
H22 0.43 4.24 -2.63  0.383
H23 2.54 -2.45 -2.49  0.441
H24 1.56 -2.53 -1.00  0.075
H25 3.23 -1.91 -0.93  0.487
H26 3.53 0.09 -3.41  0.455
H27 3.89 0.80 -1.80  0.408
H28 2.77 1.63 -2.91  0.382
H29 1.89 -1.12 -4.21  0.576
H30 0.57 0.08 -4.08  0.567
H31 0.33 -1.59 -3.50  0.298
C12 -2.10 -1.43 -5.24  1.105
C13 -3.22 -1.08 -6.01  -0.469
C14 -3.65 -1.97 -6.99  -0.524
C15 -2.92 -3.13 -7.28  -0.425
C16 -1.70 -3.35 -6.63  -0.579
C17 -1.24 -2.44 -5.67  -0.305
O1 -1.90 -0.89 -3.99  0.057
H32 -2.56 -0.20 -3.81  0.196
H33 -3.76 -0.14 -5.81  0.413
H34 -4.57 -1.75 -7.53  0.431
H35 -3.29 -3.81 -8.04  0.455
H36 -1.09 -4.22 -6.88  0.436
H37 -0.24 -2.54 -5.24  0.348
C18 -1.32 -1.13 3.82  -1.268
C19 -1.98 -0.80 2.49  0.004
O2 -1.59 0.47 1.91  -0.083
C20 -2.01 1.61 2.69  -0.355
C21 -3.52 1.82 2.71  -1.455
H38 -0.25 -1.36 3.72  0.278
H39 -1.80 -2.03 4.21  0.430
H40 -1.45 -0.34 4.57  0.322
H41 -1.69 -1.56 1.74  0.055
H42 -3.07 -0.80 2.62  0.315
H43 -1.62 1.51 3.72  0.409
H44 -1.51 2.47 2.22  0.258
H45 -3.99 1.08 3.38  0.420
H46 -3.71 2.82 3.13  0.414
H47 -3.96 1.76 1.71  0.279

As for the charge: +3. For the total energy, the calculation gives -59164.8938 eV. Its frontier orbital gap (alpha / beta) is 5.38 / 4.32 eV. The value obtained for the LUMO energy (alpha / beta) is -11.3 / -12.3 eV. The energy above the lowest of the compared OMol25 structures with the same formula, charge and spin comes out at 28.1 kcal per mole. The maximum force comes out at 3.2 eV/A.